No. 1
71
Properties=species:S:1:pos:R:3:forces:R:3 method="wB97M-V/def2-TZVPD" multiplicity=1 molar_mass_g_mol=828.5 gap_ev=6.768 total_charge=-2 homo_energy_ev=-3.577
Na -0.75078 -0.62419 -0.44931 -0.595 -0.560 -0.066
C -2.87410 -3.92792 1.91351 -0.462 0.015 0.094
F -2.34404 -4.79190 1.05673 0.104 0.070 0.110
F -3.74207 -4.63019 2.69886 0.238 0.171 -0.100
F -1.89091 -3.49099 2.73732 0.086 -0.066 -0.013
S -3.74095 -2.51326 1.07737 0.820 0.092 0.172
O -4.73776 -3.18759 0.31143 -0.527 -0.266 -0.414
O -4.21584 -1.74090 2.20371 0.109 0.202 0.296
O -2.65245 -1.90346 0.32440 -0.124 0.093 0.418
C -3.99726 2.68298 -2.00850 0.295 -0.305 -0.265
F -3.66150 2.80084 -3.32055 -0.031 0.115 0.343
F -3.19798 3.52702 -1.31930 -0.102 0.033 -0.078
F -5.24245 3.14463 -1.87321 -0.233 0.061 -0.131
S -3.82174 0.93069 -1.40307 -0.251 -0.064 0.452
O -2.37175 0.84272 -1.25441 0.269 0.075 -0.088
O -4.55858 1.00172 -0.16456 0.208 0.076 -0.019
O -4.38524 0.12079 -2.44451 0.015 0.256 -0.195
C -0.33527 -4.56613 -3.70877 -0.282 0.156 -0.153
F 0.94403 -4.73344 -3.31261 0.058 0.108 0.018
F -0.33409 -3.58643 -4.65400 0.198 -0.261 0.108
F -0.67864 -5.70803 -4.34058 -0.012 0.148 -0.001
S -1.51120 -4.15036 -2.32496 0.267 0.537 0.200
O -0.85190 -3.03692 -1.65072 0.265 -0.281 -0.435
O -2.69610 -3.80298 -3.05712 -0.106 -0.139 -0.149
O -1.51885 -5.39516 -1.60181 0.055 -0.212 0.104
C 3.24282 -2.11384 4.06144 -0.096 -0.766 -0.275
C 2.02770 -2.98560 4.43245 0.457 0.065 0.246
O 1.03724 -2.57973 3.50515 0.338 0.110 -0.194
C 1.65345 -2.02658 2.42735 -0.019 -0.045 0.589
O 1.11732 -1.77408 1.41032 -0.051 0.278 -0.479
O 2.97608 -1.77847 2.70020 -0.534 0.036 0.030
H 4.15996 -2.70058 4.05214 0.079 0.134 0.261
H 3.35672 -1.21773 4.66828 -0.095 0.094 -0.044
H 1.67988 -2.84023 5.45200 -0.135 0.172 -0.053
H 2.24371 -4.04856 4.30038 -0.035 0.031 -0.122
C 1.75315 -1.57662 -3.96026 0.159 0.153 -1.040
O 2.79636 -0.98959 -3.17328 0.018 0.177 0.150
C 2.42098 -0.45234 -2.02279 0.735 -0.007 -0.177
O 1.33629 -0.47652 -1.52600 -0.975 0.057 0.162
O 3.48092 0.13545 -1.47159 0.490 -0.153 0.077
C 3.26526 0.61022 -0.14073 -0.749 0.431 -0.081
H 2.06574 -2.57455 -4.23920 -0.133 -0.277 0.429
H 1.71710 -1.02815 -4.90887 -0.155 0.181 0.262
H 0.79641 -1.54257 -3.45897 -0.081 -0.239 0.134
H 2.57904 -0.04374 0.39744 0.325 -0.163 0.076
H 2.75797 1.57819 -0.17716 0.329 -0.167 -0.229
H 4.23858 0.70557 0.32617 0.077 -0.099 0.031
C 1.83863 6.69676 -0.24406 0.225 0.673 -0.088
O 1.83771 5.32229 -0.52708 0.423 -0.390 0.244
C 0.72304 4.84024 -1.09724 -0.232 -0.172 -0.018
O -0.26597 5.47733 -1.32257 -0.182 0.443 -0.132
O 0.92558 3.56749 -1.33745 0.282 -0.454 -0.244
C -0.10275 2.86371 -2.07093 -0.262 -0.064 -0.057
H 2.82211 6.92461 0.16281 0.024 -0.097 0.037
H 1.08328 6.98414 0.48630 -0.161 -0.099 -0.104
H 1.71406 7.26842 -1.16588 -0.188 0.069 0.106
H 0.03624 1.81516 -1.85370 0.076 -0.086 0.081
H 0.00429 3.03436 -3.14403 0.143 0.141 0.101
H -1.08965 3.16974 -1.75161 0.027 0.023 0.101
C -1.57394 0.18038 2.87201 -0.517 -0.844 -0.355
O -0.54171 1.10913 3.21475 -0.032 0.057 0.495
C 0.20764 1.55723 2.24962 0.552 0.530 -0.902
O 0.21939 1.25068 1.07593 -0.292 -0.325 0.543
O 1.02615 2.49681 2.77208 -0.168 -0.199 0.181
C 2.08761 2.94455 1.93577 -0.222 0.187 0.095
H -1.17491 -0.69203 2.36295 0.132 0.045 -0.239
H -2.34621 0.64005 2.26251 -0.015 0.067 -0.081
H -1.99440 -0.19450 3.79448 -0.088 0.252 0.238
H 1.88696 2.73028 0.89140 -0.084 0.065 0.135
H 2.99542 2.44891 2.27990 0.163 0.115 -0.164
H 2.14617 4.02278 2.06421 0.185 0.002 0.063

***

No. 2
53
Properties=species:S:1:pos:R:3:forces:R:3 method="wB97M-V/def2-TZVPD" multiplicity=1 molar_mass_g_mol=461.5 gap_ev=4.174 total_charge=-1 homo_energy_ev=-2.541 de_lowest_kcal_mol=20.6
Na 3.20991 -1.35151 15.48170 0.452 0.500 0.070
C 2.08156 -3.84903 20.10702 -0.831 -1.988 0.171
N 3.39871 -3.87894 19.60735 3.361 0.064 1.205
C 4.43061 -4.20453 20.63361 -0.176 0.309 -0.383
C 3.77491 -3.18946 18.47159 -0.559 1.273 -0.819
N 2.90696 -2.73022 17.63981 0.204 -0.302 0.120
N 5.15653 -2.90951 18.29856 -0.023 -0.879 1.274
C 5.86301 -2.74699 17.09851 -0.582 0.649 -2.362
N 7.23863 -2.81656 17.37313 0.349 0.310 0.635
N 5.33704 -2.58298 15.91255 -0.713 -0.912 4.031
H 1.59591 -2.90996 20.07155 -0.339 1.306 0.137
H 2.18585 -4.22491 21.14346 -0.830 0.353 -0.631
H 1.45815 -4.55107 19.51281 0.017 0.229 0.494
H 5.15917 -4.87817 20.18034 0.297 0.300 0.220
H 3.98208 -4.73731 21.45564 -0.382 -0.515 -0.052
H 4.87949 -3.34424 21.18660 0.010 -0.158 -0.917
H 1.96317 -2.97137 17.94785 0.304 -0.041 -0.207
H 5.77669 -3.07281 19.13090 -1.175 0.141 -1.569
H 7.55337 -2.22184 18.14804 -0.356 -0.336 -0.390
H 7.81263 -2.61878 16.57441 -0.024 0.084 -0.331
H 5.97234 -2.46473 15.17000 1.102 0.255 -0.881
O 3.07245 -0.33081 11.36898 0.926 0.474 2.473
S 3.54146 -0.10186 12.76094 -0.285 -0.700 0.201
O 4.48618 1.16032 12.71712 0.527 0.464 -0.995
O 4.39034 -1.18673 13.35493 -1.086 0.692 -0.769
O 2.47470 0.27680 13.73243 0.474 -0.856 -0.831
C 5.38580 1.41668 15.48295 1.376 -0.234 -0.829
C 4.26015 1.65099 16.27054 -0.253 0.877 0.392
N 3.66216 0.76115 17.07078 0.044 -0.817 0.302
C 2.78283 1.43091 17.89526 0.052 0.539 -0.523
C 2.76972 2.74779 17.52001 -2.325 0.759 2.492
N 3.62737 2.94579 16.47240 1.170 -0.456 -0.673
C 3.75540 4.18410 15.66432 -0.436 -2.040 0.358
N 2.36866 4.71457 15.48646 -0.906 1.541 -0.810
N 2.23448 6.09258 15.10024 -0.702 -1.840 -1.371
N 1.28432 6.20115 14.22408 1.014 0.519 0.859
C 0.70726 4.97273 13.93378 2.478 -1.211 1.846
C -0.09606 4.49686 12.92467 -0.884 -1.054 0.030
C -0.35270 3.10873 12.89676 -0.152 0.393 -0.364
C 0.12520 2.25699 13.90963 -0.235 -0.212 -0.867
C 0.84802 2.78659 14.96488 -0.222 -1.884 -0.315
C 1.33575 4.03089 14.82918 0.351 2.934 -0.678
H 5.88750 0.40337 15.48036 -0.894 1.233 0.247
H 6.07971 2.24907 15.29885 -0.361 -0.235 0.079
H 5.06407 1.30007 13.53598 -1.042 -0.529 0.267
H 2.22621 0.93969 18.73346 0.554 0.548 -1.096
H 2.07057 3.51149 17.95933 1.149 -0.614 -0.822
H 4.22246 3.79565 14.71962 -0.596 0.676 0.452
H 4.40948 4.96581 16.09743 -0.645 -0.295 -0.038
H -0.51753 5.15985 12.19927 -0.263 0.265 -0.321
H -0.98717 2.67994 12.09433 0.668 0.393 0.494
H 0.08638 1.15483 13.76146 -0.456 0.972 0.529
H 1.01120 2.23880 15.85304 0.857 -0.942 0.468

***

No. 3
42
Properties=species:S:1:pos:R:3:forces:R:3 method="wB97M-V/def2-TZVPD" multiplicity=1 molar_mass_g_mol=278.4 gap_ev=8.151 homo_energy_ev=-7.341 de_lowest_kcal_mol=35.5
C -5.33722 -2.41403 0.22677 0.394 0.171 0.005
C -3.82350 -2.44659 0.07188 -0.280 -0.376 -0.291
H -3.37760 -3.21123 0.71200 -0.023 0.090 -0.102
H -3.55721 -2.63287 -0.97369 0.019 -0.031 0.208
O -3.22378 -1.22382 0.49269 0.153 0.285 0.105
C -3.24649 -0.21686 -0.41274 -0.119 0.024 0.158
O -3.66425 -0.33331 -1.54168 -0.137 -0.235 -0.339
N -2.77309 0.94177 0.10281 0.014 -0.071 0.069
C -2.09333 1.02964 1.37404 0.172 -0.196 0.326
H -2.35849 1.99399 1.81795 0.005 -0.070 0.037
C -0.57240 0.92999 1.17381 -0.173 -0.040 -0.197
H -0.24408 -0.10565 1.26141 0.023 -0.029 0.078
H -0.06300 1.50697 1.94857 0.065 0.007 -0.011
C -0.17630 1.47814 -0.21637 -0.053 0.145 0.214
N 1.18791 1.94500 -0.26751 -0.089 0.491 -0.147
C 2.28191 1.10023 -0.16504 0.205 -0.260 -0.037
C 3.51680 1.63758 0.21325 -0.010 -0.111 0.003
C 4.64999 0.85907 0.25792 0.020 -0.204 -0.026
C 4.59456 -0.49512 -0.07035 -0.041 0.006 -0.016
C 3.37482 -1.04011 -0.44400 0.432 -0.177 0.058
C 2.23605 -0.25236 -0.48914 -0.217 0.308 0.072
H 1.30780 -0.71293 -0.78838 -0.120 -0.034 -0.027
H 3.28740 -2.08331 -0.70476 0.033 -0.094 -0.015
O 5.77790 -1.18197 0.01128 -0.052 0.315 0.065
C 5.77721 -2.54543 -0.32399 -0.004 -0.170 -0.041
H 5.47001 -2.70590 -1.36320 -0.006 -0.002 0.039
H 6.80549 -2.88170 -0.19831 -0.087 -0.034 -0.026
H 5.12541 -3.12477 0.33927 0.009 0.017 -0.037
H 5.59932 1.27931 0.54997 0.116 0.061 0.038
H 3.57928 2.68599 0.46997 0.020 0.116 0.017
H 1.32576 2.82988 0.20204 -0.039 -0.091 -0.034
C -1.12352 2.61795 -0.59697 0.047 -0.339 -0.071
H -0.78427 3.08730 -1.52002 0.001 0.047 0.029
C -2.54048 2.06360 -0.78749 -0.146 0.181 -0.245
H -3.28515 2.84416 -0.59233 0.042 -0.032 -0.099
H -2.68603 1.69812 -1.80636 0.026 0.119 0.135
H -1.10928 3.37407 0.19107 0.051 0.078 0.046
H -0.28818 0.68730 -0.96539 -0.041 0.048 0.029
H -2.45444 0.23700 2.02725 0.002 0.205 0.011
H -5.75239 -3.38135 -0.04135 -0.081 -0.110 -0.021
H -5.60681 -2.18232 1.25462 -0.058 -0.023 0.089
H -5.75628 -1.65543 -0.42952 -0.071 0.017 -0.048

***

No. 4
41
Properties=species:S:1:pos:R:3:forces:R:3 method="wB97M-V/def2-TZVPD" multiplicity=1 molar_mass_g_mol=258.4 gap_ev=7.617 homo_energy_ev=-8.150 de_lowest_kcal_mol=120.6
N 1.66549 -1.61133 -3.88423 -0.937 1.896 -1.342
N 1.95898 -0.90791 -2.78251 -0.569 -3.051 -2.155
C -0.01355 -3.50511 -4.31719 0.216 -1.915 0.896
C -0.78859 -4.58064 -3.63436 3.661 4.790 3.089
C 0.79092 -2.65900 -3.60033 1.933 0.304 2.452
C -0.66677 -4.53690 -2.21494 -1.257 -2.647 -0.794
C 0.89834 -2.75739 -2.14060 -2.457 -1.196 -0.754
C 1.50522 -1.63851 -1.71967 1.167 1.651 1.450
N 0.20688 -3.75819 -1.48493 -1.868 0.724 -0.264
N 1.89251 -1.24581 -0.43465 0.353 -1.787 1.398
C -1.90322 2.47755 3.41224 -2.668 0.068 -2.686
C -0.24580 4.11863 2.69801 -4.329 0.103 -0.406
C -0.32669 -0.57002 0.45054 -0.134 -0.275 -0.186
C 1.37874 1.06883 -0.37635 0.106 1.885 2.253
C -1.07488 0.60994 1.10743 -1.686 0.177 -1.227
C 0.75727 2.26040 0.50653 0.047 -1.900 -0.750
C 1.16027 -0.23781 0.36529 0.642 -0.036 -2.662
C -1.15823 2.88727 2.09936 0.848 2.603 2.154
C -0.24025 1.78866 1.57548 0.591 -0.686 1.477
H 0.11524 -3.50669 -5.37683 -0.563 0.229 -0.729
H -1.45390 -5.17422 -4.13414 -1.396 -1.536 -0.985
H -1.27486 -5.34875 -1.62172 1.315 1.973 -0.926
H -0.17272 -3.47544 -0.56177 0.855 -0.691 -0.480
H 2.90574 -1.37244 -0.32001 -0.900 0.652 0.295
H -2.62300 3.21841 3.83799 1.029 -0.049 -0.432
H -1.27927 2.09358 4.15516 1.255 -0.416 1.134
H -2.58228 1.69312 3.09806 -0.243 -0.614 0.378
H -0.10092 4.92421 2.01853 -0.264 0.897 -0.498
H -0.56217 4.47012 3.72593 -0.031 -0.257 -1.418
H 0.65369 3.72558 2.80636 4.308 -1.825 0.747
H -0.38485 -1.54103 0.99411 -0.341 0.665 -0.047
H -0.82679 -0.72069 -0.54973 1.032 -0.050 0.712
H 2.47087 1.26087 -0.44569 -0.619 -0.217 -0.038
H 1.02147 1.04165 -1.37891 -0.547 -0.132 -0.702
H -1.82105 1.04443 0.36832 0.876 -0.468 0.373
H -1.76637 0.24924 1.86756 0.354 -0.018 0.372
H 1.63700 2.75226 0.86553 0.050 0.713 0.744
H 0.17704 2.92315 -0.08061 -0.230 0.939 -1.052
H 1.60276 -0.12832 1.35431 0.002 -0.472 0.076
H -1.82849 3.21265 1.26510 0.249 -0.057 0.878
H 0.29620 1.45569 2.48734 0.148 0.025 -0.345